[1]
The following is a DFT calculation (ωB97M-V/def2-TZVPD) of 5 unconnected molecules or ions with the total composition C15H26F3NO11.

Output
HOMO level (spin up / spin down) = 0.00057 / -0.18674 Ha
LUMO (spin up / spin down) = 2.1935 / 2.1929 eV
frontier orbital gap (spin up / spin down) = 2.18 / 7.27 eV

The geometry in ORCA input format:
```
! wB97M-V def2-TZVPD RIJCOSX def2/J DEFGRID3
* xyz -1 2
C 2.514 2.321 2.664
C 1.050 2.210 2.528
O 0.587 2.886 1.332
C -0.469 3.715 1.250
O -1.292 3.918 2.150
C -0.590 4.328 -0.106
F -0.328 5.572 -0.103
F 0.168 3.635 -0.952
F -1.846 4.221 -0.594
H 2.915 2.130 3.659
H 2.754 3.357 2.424
H 2.997 1.529 2.091
H 0.572 2.573 3.437
H 0.742 1.168 2.437
C -2.329 -1.799 -1.829
O -2.739 -0.705 -1.046
C -2.197 -0.567 0.189
O -1.161 -1.028 0.631
O -3.019 0.203 0.900
C -2.592 0.763 2.146
H -1.244 -1.911 -1.841
H -2.691 -1.705 -2.852
H -2.762 -2.770 -1.591
H -2.420 -0.053 2.848
H -3.464 1.128 2.688
H -1.849 1.559 2.098
C 0.501 -3.708 -0.509
O 0.949 -5.014 -0.414
C 0.600 -5.908 -1.444
O -0.035 -5.755 -2.508
O 1.097 -6.991 -1.083
C 0.929 -8.273 -1.818
H 1.286 -3.201 0.053
H -0.368 -3.390 0.067
H 0.704 -3.264 -1.483
H 1.627 -8.130 -2.643
H -0.049 -8.304 -2.297
H 1.217 -9.069 -1.132
C 1.932 -0.042 -0.784
O 2.540 0.609 -1.826
C 2.533 0.166 -3.064
O 2.122 -0.962 -3.483
O 3.008 1.145 -3.879
C 2.955 0.997 -5.263
H 2.009 0.501 0.158
H 2.560 -0.912 -0.596
H 0.955 -0.431 -1.072
H 3.087 1.954 -5.767
H 1.941 0.761 -5.587
H 3.698 0.330 -5.701
C -2.856 5.447 4.688
C -3.778 4.264 4.419
N -4.487 3.344 4.223
H -2.533 5.412 5.728
H -3.426 6.353 4.479
H -2.028 5.393 3.981
*
```


[2]
The following is a DFT calculation (ωB97M-V/def2-TZVPD) of C15H26N2O3S in the gas phase.

Output
relative energy (zero: lowest compared OMol25 entry of this formula, charge and spin) = 0.724 eV
HOMO level = -0.33905 Ha
structure (SMILES) = CS(=O)(=O)N1CCC(C(=O)NCCC2=CCCCC2)CC1
LUMO = 0.6181 eV
frontier orbital gap = 9.84 eV

The geometry in ORCA input format:
```
! wB97M-V def2-TZVPD RIJCOSX def2/J DEFGRID3
* xyz 0 1
C -3.851 -0.527 2.051
H -3.935 0.546 2.157
H -4.684 -1.023 2.531
H -2.913 -0.897 2.441
S -3.936 -0.936 0.282
O -3.707 -2.344 0.141
O -5.146 -0.379 -0.243
N -2.671 -0.158 -0.441
C -2.729 1.286 -0.469
C -1.820 1.817 -1.576
H -2.217 1.511 -2.545
H -1.806 2.906 -1.527
C -0.393 1.273 -1.435
C 0.323 1.863 -0.217
O -0.230 2.477 0.672
N 1.657 1.650 -0.229
H 2.075 1.106 -0.966
C 2.537 2.095 0.826
H 1.959 2.780 1.450
H 3.378 2.634 0.378
C 3.067 0.928 1.674
C 3.758 -0.104 0.818
C 4.946 0.122 0.272
C 5.670 -0.845 -0.613
C 5.062 -2.243 -0.542
C 3.542 -2.149 -0.617
C 3.020 -1.397 0.604
H 3.144 -2.020 1.496
H 1.949 -1.200 0.504
H 3.259 -1.617 -1.529
H 3.099 -3.146 -0.659
H 5.343 -2.715 0.401
H 5.448 -2.859 -1.356
H 5.631 -0.474 -1.643
H 6.725 -0.878 -0.328
H 5.449 1.065 0.446
H 3.761 1.337 2.410
H 2.234 0.468 2.207
C -0.442 -0.259 -1.348
C -1.353 -0.685 -0.199
H -1.449 -1.770 -0.152
H -0.945 -0.312 0.754
H 0.555 -0.679 -1.207
H -0.853 -0.653 -2.279
H 0.184 1.562 -2.322
H -3.768 1.555 -0.659
H -2.406 1.714 0.488
*
```


[3]
The following is a DFT calculation (ωB97M-V/def2-TZVPD) of a gas-phase ion, C15H26N5O3 (charge +1).

Output
relative energy (zero: lowest compared OMol25 entry of this formula, charge and spin) = 0.153 eV
HOMO level = -0.44605 Ha
structure (SMILES) = CNC(=O)[C@@H](Cc1c[nH]c[nH+]1)NC(=O)[C@@H](CC(C)C)NC(C)=O
LUMO = -2.7212 eV
frontier orbital gap = 9.42 eV

The geometry in ORCA input format:
```
! wB97M-V def2-TZVPD RIJCOSX def2/J DEFGRID3
* xyz 1 1
O -1.461 -0.657 -2.736
O 3.283 1.458 0.155
O -0.783 0.098 1.592
C -2.560 -0.724 -2.244
C 2.171 1.051 0.535
C -0.803 -0.230 0.411
C 1.004 4.763 -1.645
C 1.706 3.578 -1.511
C 3.080 5.248 -1.028
N 1.897 5.792 -1.335
N 2.072 0.177 1.526
N -0.119 0.413 -0.505
N -2.730 -1.068 -0.958
N 2.972 3.897 -1.057
C -3.780 -0.268 -3.036
C 3.171 -0.486 2.237
C -1.596 -3.990 2.980
C -0.155 -4.098 0.924
C -0.978 -3.177 1.853
C 1.136 2.177 -1.602
C -2.071 -2.408 1.081
C 0.843 1.512 -0.237
C -1.601 -1.452 -0.079
H -0.035 4.920 -2.010
H 3.949 5.815 -0.707
H 1.714 6.772 -1.405
H 1.109 -0.011 1.826
H -0.214 0.138 -1.489
H -3.660 -1.091 -0.542
H 3.692 3.244 -0.677
H -4.625 -0.902 -2.811
H -3.572 -0.332 -4.085
H -4.003 0.731 -2.732
H 2.870 -0.572 3.301
H 4.097 0.031 2.063
H 3.385 -1.495 1.822
H -2.179 -4.805 2.603
H -0.753 -4.316 3.616
H -2.270 -3.375 3.556
H -0.854 -4.808 0.471
H 0.545 -4.629 1.525
H 0.422 -3.572 0.184
H -0.341 -2.442 2.378
H 1.796 1.599 -2.226
H 0.205 2.287 -2.141
H -2.698 -1.810 1.779
H -2.720 -3.179 0.675
H 0.388 2.225 0.450
H -0.947 -2.031 -0.746
*
```


[4]
The following is a DFT calculation (ωB97M-V/def2-TZVPD) of a molecular structure, C15H26NS4SbSiTc.

Output
relative energy (zero: lowest compared OMol25 entry of this formula, charge and spin) = 0.000 eV
HOMO level = -0.45144 Ha
LUMO = -5.7883 eV
frontier orbital gap = 6.50 eV

The geometry in ORCA input format:
```
! wB97M-V def2-TZVPD RIJCOSX def2/J DEFGRID3
* xyz 1 1
Tc -0.436 -0.256 -1.723
S -3.285 -0.136 -4.697
Sb -1.130 0.022 -4.887
S -0.063 -1.702 -3.323
S -0.675 1.659 -2.532
S 0.446 0.658 -6.234
N -1.740 -0.651 -0.754
C -2.887 -1.133 -0.167
C -3.151 -2.504 -0.249
C -4.307 -2.990 0.330
C -5.175 -2.117 0.977
C -4.905 -0.754 1.052
C -3.754 -0.247 0.478
H -2.456 -3.153 -0.765
H -4.537 -4.045 0.278
H -6.079 -2.503 1.428
H -5.596 -0.092 1.554
H -3.521 0.807 0.511
C 0.465 -1.239 1.560
Si 1.049 0.087 0.383
C 0.668 1.823 1.063
C 1.357 2.956 0.305
C -0.838 2.097 1.162
C 1.217 1.794 2.513
C 2.774 -0.289 -0.309
C 2.880 -1.794 -0.604
C 3.806 0.049 0.784
C 3.119 0.499 -1.576
H 1.207 -1.373 2.352
H 0.335 -2.204 1.070
H -0.481 -0.965 2.028
H 1.067 2.999 -0.746
H 2.445 2.881 0.353
H 1.077 3.911 0.757
H -1.321 2.186 0.188
H -0.987 3.044 1.687
H -1.354 1.326 1.738
H 2.291 1.620 2.560
H 0.719 1.046 3.132
H 1.027 2.769 2.969
H 2.723 -2.404 0.287
H 3.885 -2.013 -0.975
H 2.183 -2.128 -1.374
H 3.613 -0.473 1.724
H 3.860 1.118 0.986
H 4.795 -0.263 0.439
H 2.427 0.295 -2.399
H 4.112 0.203 -1.924
H 3.133 1.578 -1.414
*
```


E_tot for the records above, in order: -1769.062138; -1320.601517; -1086.535965; -2844.967091 Eh
M for the records above, in order: 453.36; 314.45; 324.41; 596.49 g mol⁻¹